# C23H38I2NbO

A structure of composition C23H38I2NbO at a distorted geometry (ωB97M-V/def2-TZVPD, the Open Molecules 2025 dataset).

Values from the calculation:
Kohn-Sham gap = 6.579 eV
net charge = -1

Cartesian coordinates (Å):
1 C -2.3965 -4.2941 4.1383
2 C -2.0944 -4.1230 2.5941
3 C -2.6270 -2.8169 1.9425
4 C -1.3700 -5.1019 1.9981
5 C -1.3612 -5.4530 0.4567
6 C -0.2993 -4.6302 -0.3651
7 C -0.7965 -3.4548 -1.3014
8 C -2.3453 -3.3281 -1.5224
9 C -0.0721 -2.1099 -0.8211
10 C -0.9323 -0.7819 -1.0721
11 Nb 0.3227 1.1127 -1.2284
12 C -0.7002 1.5506 -3.2666
13 C -1.1377 3.0387 -3.4382
14 O -1.5952 3.4348 -4.4985
15 C 1.5626 2.9997 -1.6383
16 C 2.8540 3.1356 -0.8052
17 C 3.9177 2.1592 -0.6851
18 C 5.1024 2.4993 0.1165
19 C 5.2900 3.7590 0.7948
20 C 6.5508 4.1668 1.6118
21 C 4.2084 4.7439 0.6979
22 C 3.0444 4.4187 -0.0888
23 C -1.1166 2.4070 -0.0395
24 I -0.1568 2.7278 1.9354
25 C -2.5537 1.8428 0.2825
26 C -3.3061 2.9404 1.1982
27 I -3.8412 1.5599 -1.4390
28 H -3.4420 -3.9497 4.3468
29 H -2.2812 -5.3708 4.4021
30 H -1.7029 -3.6449 4.7436
31 H -2.5798 -2.0016 2.7035
32 H -3.6617 -2.9538 1.5214
33 H -1.9327 -2.5292 1.1120
34 H -0.7538 -5.7511 2.6737
35 H -2.4029 -5.4715 0.0649
36 H -1.0178 -6.5288 0.4330
37 H 0.2777 -5.3663 -0.9977
38 H 0.4564 -4.2304 0.3649
39 H -0.3573 -3.6551 -2.3212
40 H -2.7476 -4.3597 -1.7248
41 H -2.9048 -2.7789 -0.7347
42 H -2.4956 -2.7674 -2.4868
43 H 0.8668 -1.9963 -1.4191
44 H 0.1632 -2.1163 0.2789
45 H -1.7004 -0.7745 -0.2536
46 H -1.5165 -0.8323 -2.0372
47 H 1.2795 0.6941 0.2742
48 H 1.5355 0.1352 -2.1837
49 H -1.5940 0.9049 -3.4442
50 H 0.0969 1.3678 -4.0441
51 H -1.0327 3.8224 -2.6374
52 H 0.9038 3.8966 -1.4699
53 H 1.8335 2.9929 -2.7327
54 H 3.8206 1.1884 -1.2184
55 H 5.9373 1.7592 0.1802
56 H 6.7463 5.2490 1.3559
57 H 7.4834 3.6296 1.2838
58 H 6.4091 4.1350 2.7191
59 H 4.2549 5.7439 1.1883
60 H 2.2519 5.2024 -0.1696
61 H -1.2684 3.4528 -0.4331
62 H -2.5430 0.9239 0.9284
63 H -4.4053 2.9316 0.9509
64 H -3.2286 2.7000 2.2877
65 H -2.8984 3.9458 0.9377